16
Properties=species:S:1:pos:R:3 method="wB97M-V/def2-TZVPD" total_charge=+1 homo_energy_ha=-0.5813 e_above_lowest_kcal_mol=45.1 homo_lumo_gap_ev=11.5156
O 2.986 0.524 -0.060
O 2.986 -1.749 -0.018
N 0.792 -0.438 0.076
C 0.660 0.925 -0.345
C -0.066 -1.359 -0.001
C 1.991 1.577 0.254
C 2.630 -0.640 -0.024
C -1.542 -1.478 0.061
H 2.115 1.719 1.431
H 0.511 -2.249 0.099
H -1.751 -1.782 -0.959
H 0.687 1.053 -1.521
H -2.009 -0.447 0.163
H -0.078 1.609 0.074
H -1.849 -2.117 0.937
H 2.069 2.582 -0.262